No. 1
Below is C72H54F10O12V2 as an isolated structure in a non-equilibrium geometry, with properties calculated with ωB97M-V with the def2-TZVPD basis set.

Last column: Löwdin charge in e.
Geometry (Å):
O  -12.37915  -27.22622  2.82144  -0.285
V  -12.35340  -26.20078  3.97577  0.999
O  -10.98204  -25.50209  4.35936  -0.366
O  -15.96070  -29.97309  1.71808  -0.346
V  -16.34391  -29.15982  3.00947  1.033
O  -17.93904  -29.08989  3.01610  -0.339
C  -15.44319  -29.96016  7.12744  0.015
C  -14.78957  -29.24931  6.16037  -0.345
C  -13.67615  -28.25820  6.52321  -0.308
O  -13.09887  -27.46178  5.67236  -0.150
C  -13.32566  -27.90878  7.78679  -0.014
C  -14.07752  -28.52477  8.84437  -0.313
C  -15.09873  -29.74360  8.55236  -0.310
O  -15.41360  -30.47515  9.49330  0.021
O  -13.94008  -28.31519  10.07460  -0.011
O  -15.13941  -29.53231  4.95076  -0.159
H  -16.11814  -30.78006  6.93097  0.106
H  -12.53281  -27.27033  8.14758  0.109
C  -15.81886  -23.33435  3.16482  -0.004
C  -17.03072  -23.04512  2.39796  -0.340
C  -17.78966  -24.29378  1.69007  -0.320
O  -18.86309  -24.03522  1.15498  0.022
C  -17.17088  -25.62645  1.78032  -0.001
C  -16.07342  -25.77865  2.55970  -0.310
C  -15.34720  -24.62160  3.31812  -0.346
O  -14.20515  -24.70969  3.85138  -0.114
O  -15.66832  -27.00874  2.68763  -0.156
O  -17.47157  -21.92578  2.23067  0.029
H  -15.23239  -22.55600  3.63027  0.093
H  -17.66891  -26.31960  1.11857  0.108
F  -9.05626  -27.15007  6.92765  0.067
C  -9.28813  -27.80011  8.06373  -0.298
C  -9.66290  -27.01452  9.16336  -0.030
C  -10.28669  -27.57558  10.27935  -0.085
C  -10.49746  -28.96538  10.29316  -0.077
C  -10.20502  -29.74983  9.11646  -0.068
C  -9.55667  -29.15763  8.04483  -0.034
H  -9.49136  -25.95002  9.22513  0.104
H  -10.63138  -27.00153  11.12674  0.101
H  -11.03059  -29.51450  11.05515  0.092
H  -10.53983  -30.77646  9.13453  0.098
H  -9.22814  -29.77685  7.22322  0.111
F  -11.86656  -24.36996  2.17134  0.004
C  -11.61003  -23.04590  1.86600  -0.208
C  -10.49863  -22.72138  1.09913  -0.018
C  -10.20424  -21.39274  0.86184  -0.072
C  -11.04407  -20.36207  1.34524  -0.090
C  -12.11068  -20.72696  2.11854  -0.085
C  -12.40624  -22.06456  2.41490  0.005
H  -9.81234  -23.47513  0.74238  0.094
H  -9.31152  -21.13750  0.31021  0.096
H  -10.86325  -19.30896  1.18823  0.094
H  -12.67760  -19.87853  2.47233  0.107
H  -13.22782  -22.28666  3.07977  0.085
F  -17.60650  -27.24996  5.76729  0.053
C  -17.41029  -25.92097  5.89842  -0.271
C  -18.44860  -25.12419  5.48470  -0.004
C  -18.33978  -23.70908  5.64358  -0.075
C  -17.24332  -23.14120  6.25841  -0.125
C  -16.26927  -23.93739  6.79024  -0.068
C  -16.32262  -25.36468  6.62520  0.035
H  -19.37685  -25.59970  5.20427  0.115
H  -19.10152  -23.03617  5.27839  0.101
H  -17.23474  -22.06262  6.20373  0.103
H  -15.40465  -23.63386  7.36182  0.081
H  -15.61213  -26.00628  7.12515  0.097
F  -8.30030  -27.07801  2.23804  0.083
C  -7.21753  -27.46888  1.54937  -0.284
C  -7.42628  -28.00819  0.24465  0.005
C  -6.35067  -28.44257  -0.47055  -0.115
C  -5.05446  -28.26457  -0.05650  -0.098
C  -4.91272  -27.50209  1.09296  -0.091
C  -5.96310  -27.19464  1.91638  -0.049
H  -8.45774  -28.14296  -0.04571  0.116
H  -6.53745  -28.96547  -1.39687  0.103
H  -4.25034  -28.83745  -0.49422  0.100
H  -3.91221  -27.17008  1.32781  0.101
H  -5.85561  -26.70235  2.87163  0.126
F  -6.50043  -22.13055  0.39646  0.020
C  -7.07914  -22.45333  1.60062  -0.259
C  -7.39261  -23.78902  1.94457  -0.019
C  -7.94159  -23.97150  3.17866  -0.062
C  -7.92103  -22.93485  4.17270  -0.048
C  -7.58143  -21.63609  3.78243  -0.105
C  -7.10010  -21.43453  2.52807  -0.056
H  -7.31173  -24.65157  1.29970  0.106
H  -8.42801  -24.88579  3.48505  0.091
H  -8.22638  -23.02876  5.20437  0.100
H  -7.53349  -20.77858  4.43723  0.092
H  -6.81902  -20.44423  2.20142  0.118
F  -15.02926  -23.79883  10.94966  0.073
C  -13.88102  -23.47044  10.35985  -0.313
C  -13.43166  -24.16743  9.28760  -0.018
C  -12.32991  -23.69957  8.60134  -0.048
C  -11.68857  -22.51122  9.05041  -0.117
C  -12.01067  -21.92788  10.24119  -0.081
C  -13.22299  -22.37527  10.89075  0.000
H  -13.92766  -25.06631  8.95236  0.113
H  -11.97029  -23.96008  7.61685  0.105
H  -10.76822  -22.18321  8.59021  0.095
H  -11.51262  -21.10691  10.73552  0.092
H  -13.63489  -21.87653  11.75563  0.103
F  -12.33503  -28.67049  -1.05679  0.073
C  -13.27469  -28.00597  -1.72409  -0.300
C  -14.42687  -27.67019  -1.00999  0.038
C  -15.42210  -26.88889  -1.70263  -0.056
C  -15.20929  -26.46162  -2.95824  -0.137
C  -14.10363  -26.86517  -3.65196  -0.122
C  -13.12572  -27.65342  -3.07777  -0.027
H  -14.44909  -27.85786  0.05334  0.109
H  -16.30591  -26.61812  -1.14410  0.101
H  -16.02276  -25.93818  -3.43851  0.105
H  -14.02470  -26.60743  -4.69778  0.101
H  -12.20491  -27.84362  -3.60911  0.110
F  -10.13326  -25.75217  -0.21333  0.065
C  -10.53574  -25.07659  -1.30523  -0.281
C  -11.87295  -24.86866  -1.62549  -0.008
C  -12.21363  -24.08042  -2.71599  -0.065
C  -11.25942  -23.76306  -3.70374  -0.091
C  -9.94532  -24.03161  -3.40463  -0.114
C  -9.57353  -24.67946  -2.23392  -0.023
H  -12.61618  -25.35456  -1.01075  0.120
H  -13.23273  -23.74671  -2.84428  0.106
H  -11.51026  -23.33440  -4.66277  0.094
H  -9.12350  -23.74420  -4.04371  0.096
H  -8.51994  -24.89058  -2.12544  0.109
F  -10.70422  -29.52786  2.13020  0.060
C  -11.05501  -30.74895  2.51221  -0.257
C  -10.57147  -31.76018  1.66639  -0.022
C  -10.96628  -33.07846  1.97313  -0.072
C  -11.91714  -33.26544  3.04508  -0.113
C  -12.48077  -32.24002  3.72715  -0.112
C  -11.96806  -30.97936  3.59714  0.019
H  -9.87036  -31.60452  0.85978  0.102
H  -10.61570  -33.95162  1.44297  0.084
H  -12.20210  -34.27353  3.30767  0.087
H  -13.18510  -32.35910  4.53718  0.113
H  -12.28719  -30.15273  4.21459  0.108
F  -14.30113  -20.15775  6.90279  0.050
C  -13.00988  -20.28631  6.50543  -0.225
C  -12.08987  -19.23348  6.70151  -0.050
C  -10.81949  -19.32103  6.29096  -0.125
C  -10.36821  -20.45131  5.66334  -0.094
C  -11.24223  -21.51228  5.45397  -0.076
C  -12.60173  -21.45186  5.79454  0.014
H  -12.45615  -18.32245  7.15125  0.111
H  -10.26779  -18.42614  6.53838  0.104
H  -9.30570  -20.47921  5.47179  0.071
H  -10.65737  -22.28516  4.97751  0.095
H  -13.17701  -22.32831  5.53515  0.108

The value obtained for the molar mass is 1403.08 g/mol. The orbital gap is 0.2334 Eh. The value obtained for the electronic energy is -6565.5549 hartree. As for the net charge: -2. As for the energy above the lowest of the compared OMol25 structures with the same formula, charge and spin: 57.61 kcal per mole.



No. 2
Below is C27H26N4O2RuSe as an isolated structure, with properties calculated with ωB97M-V with the def2-TZVPD basis set.

Last column: natural (NBO) charge in e.
Geometry (Å):
Ru  0.45419  -0.36516  0.20676  0.703
O  -2.42348  2.31457  1.34028  -0.509
C  -1.46052  1.76205  0.87466  0.642
N  -1.36954  0.50080  0.32373  -0.695
C  -2.46397  -0.24012  -0.07405  0.634
O  -3.63371  -0.00970  0.09098  -0.512
C  -1.99632  -1.41285  -0.89789  0.188
C  -2.88857  -2.22051  -1.56936  -0.215
C  -2.39967  -3.19588  -2.42351  -0.137
C  -1.03196  -3.30961  -2.59344  -0.224
C  -0.19318  -2.48352  -1.86518  0.060
N  -0.66122  -1.56306  -1.02106  -0.382
C  -0.12763  2.48478  0.77681  0.144
C  -0.06442  3.85087  0.97536  -0.203
C  1.13793  4.49917  0.74570  -0.121
C  2.24036  3.76372  0.33246  -0.244
C  2.11229  2.39538  0.18866  0.074
N  0.95332  1.76696  0.41357  -0.514
H  -3.94454  -2.04314  -1.41982  0.262
H  -3.07668  -3.84726  -2.95935  0.236
H  -0.60250  -4.04288  -3.26045  0.239
H  0.87848  -2.56602  -1.94277  0.225
H  -0.96047  4.37075  1.28306  0.264
H  1.21261  5.57085  0.87358  0.237
H  3.18769  4.23929  0.12329  0.239
H  2.94579  1.77119  -0.10606  0.224
C  3.64989  -3.04403  2.27726  -0.431
N  3.61681  -1.76765  3.04393  -0.342
C  4.90142  -1.56825  3.76710  -0.412
C  3.21975  -0.53028  2.21817  -0.235
C  3.52838  -0.62185  0.75212  -0.148
C  4.85892  -0.47923  0.35499  -0.213
C  5.21460  -0.53800  -0.98177  -0.227
C  4.21725  -0.72322  -1.92698  -0.202
C  2.89022  -0.83261  -1.52938  -0.208
C  2.48401  -0.79039  -0.18652  -0.263
H  3.81023  -3.85683  2.98223  0.226
H  4.46202  -2.99727  1.55686  0.233
H  2.69779  -3.16164  1.77798  0.263
H  2.87552  -1.87037  3.73803  0.436
H  5.69100  -1.44277  3.03094  0.228
H  5.10583  -2.44457  4.37711  0.232
H  4.83021  -0.68401  4.39479  0.230
H  3.73678  0.29446  2.70764  0.219
H  2.14833  -0.41638  2.36383  0.244
H  5.62812  -0.29115  1.09785  0.202
H  6.24689  -0.41950  -1.28166  0.228
H  4.46972  -0.75987  -2.97928  0.225
H  2.14602  -0.91604  -2.31450  0.198
Se  0.07500  -2.19565  1.75836  0.083
C  0.06362  -3.86704  0.81758  -0.231
C  -1.05298  -4.68563  0.94504  -0.173
C  -1.08058  -5.92590  0.32059  -0.213
C  0.00113  -6.35408  -0.43478  -0.207
C  1.11690  -5.53767  -0.56587  -0.202
C  1.15033  -4.29985  0.05829  -0.268
H  -1.90354  -4.34886  1.52417  0.223
H  -1.95309  -6.55755  0.42573  0.227
H  -0.02432  -7.32093  -0.91969  0.226
H  1.96134  -5.86231  -1.16083  0.221
H  2.00320  -3.64757  -0.08721  0.216

The value obtained for the molar mass is 618.56 g/mol. The orbital gap (spin up / spin down) is 0.2532 / 0.2649 Eh. The multiplicity is 2. The value obtained for the electronic energy is -3910.0955 hartree. As for the net charge: +1. As for the energy above the lowest of the compared OMol25 structures with the same formula, charge and spin: 15.99 kcal per mole.



No. 3
Below is a 2-piece molecular cluster, C14H27BNO8 overall in a non-equilibrium geometry, with properties calculated with ωB97M-V with the def2-TZVPD basis set.

Last column: natural (NBO) charge in e.
Geometry (Å):
C  2.45278  3.26677  0.66047  -0.785
C  0.80973  3.19243  0.67257  0.789
O  0.14924  3.60227  -0.43582  -0.566
O  -0.00012  2.66772  1.82219  -0.565
C  0.22910  1.21600  1.76635  -0.082
C  -0.82171  0.30877  2.63724  -0.437
C  -2.36553  0.85727  2.66160  -0.425
C  -3.25517  0.50149  1.33217  -0.429
C  -3.18507  -1.06182  0.84301  -0.425
C  -2.87366  -1.03756  -0.77816  -0.409
C  -1.23897  -1.23174  -0.93803  -0.237
C  -0.59631  -0.39253  -2.20863  -0.355
N  0.91484  -0.42141  -2.27093  -0.721
C  1.57769  -1.40660  -1.33361  -0.369
C  0.83064  -2.88801  -1.27465  0.055
O  1.32385  -3.51747  -0.00468  -0.766
B  2.16497  -4.69529  -0.29957  1.330
O  3.24659  -4.75272  -1.32403  -0.950
O  1.89460  -5.93384  0.48658  -0.929
C  -0.80320  -2.80577  -1.15572  -0.452
H  2.85994  3.07909  -0.44503  0.245
H  2.83402  4.35735  0.94259  0.364
H  2.98217  2.46341  1.33440  0.202
H  0.33732  0.90419  0.63809  0.156
H  1.30518  1.03395  2.25019  0.184
H  -0.43630  0.34604  3.76664  0.223
H  -0.68971  -0.80214  2.29363  0.206
H  -2.35749  2.04631  2.75364  0.250
H  -2.90828  0.48597  3.65778  0.208
H  -3.04186  1.27464  0.44799  0.225
H  -4.39325  0.70321  1.63099  0.217
H  -4.27102  -1.54573  0.95003  0.212
H  -2.46956  -1.74834  1.46424  0.215
H  -3.21263  -0.02422  -1.29575  0.229
H  -3.37457  -1.96220  -1.30188  0.209
H  -0.77010  -0.89118  0.08870  0.226
H  -0.98428  -0.93466  -3.19682  0.210
H  -1.01925  0.72066  -2.27760  0.264
H  1.19769  -0.59234  -3.27415  0.355
H  1.28826  0.54436  -2.03872  0.429
H  1.48687  -0.97298  -0.22556  0.239
H  2.74267  -1.51321  -1.53809  0.260
H  1.10609  -3.54844  -2.21992  0.181
H  2.78396  -5.02257  -2.19008  0.492
H  0.92232  -6.01701  0.71470  0.497
H  -1.26568  -3.12878  -2.20556  0.214
H  -1.24052  -3.52350  -0.30959  0.243
C  2.49509  7.23270  -0.31095  0.901
O  1.57502  8.01631  -0.13420  -0.738
O  3.09020  7.06228  -1.38119  -0.669
O  2.97342  6.48890  0.55309  -0.723

The value obtained for the molar mass is 348.18 g/mol. The orbital gap is 0.0603 Eh. The value obtained for the electronic energy is -1230.8618 hartree. As for the net charge: -1. As for the energy above the lowest of the compared OMol25 structures with the same formula, charge and spin: 215.68 kcal per mole.